# 1
Computed, not measured: a 15-piece molecular cluster, C56H90O41S2 overall at a distorted geometry, with ωB97M-V/def2-TZVPD.

The geometry in XYZ format:
```
189
C56H90O41S2, DFT ωB97M-V/def2-TZVPD
C -7.2653 -3.3491 -2.3724
C 3.5092 -7.5954 3.5135
S 3.3822 -0.9828 -6.7865
O 5.8503 -3.5760 -2.6210
H 0.4605 -7.0903 6.4773
O -2.2976 -9.6035 0.8787
C 3.1948 5.1301 4.2192
O -6.4540 -6.3067 -3.9659
H 9.3057 -0.1861 10.8593
H -6.4315 -3.6510 -1.7386
C 6.2853 -5.7916 -5.3117
O 10.4789 0.4242 2.7860
H -7.0941 -1.4958 -8.2867
H 0.5842 -0.2596 2.6167
C -4.0069 5.6684 -5.6340
H -4.5912 2.4788 3.6795
C 8.3748 -0.4870 2.3033
H -5.1807 -0.7233 -7.2354
H -7.6285 -3.3557 7.1328
H 1.2863 6.5800 -7.5838
H 8.6047 1.5528 2.8401
O 9.0449 -1.1485 3.3010
O 3.7549 -0.4245 -8.1238
H -1.4795 7.9681 1.8291
H 7.5463 -0.1151 11.2160
H -3.7506 3.4779 7.3857
C -5.1947 6.2242 -4.8189
O 3.4610 6.2077 -5.8225
H 3.8177 1.0815 -5.6428
O -10.0533 -2.3725 3.9435
O -5.0073 7.6033 -4.6782
H -5.5641 -3.6446 3.8254
H -4.1931 0.5629 -8.0403
H 2.8945 -7.2075 6.1756
C 6.0966 -5.5835 -3.7973
H -2.5106 9.9308 2.7510
O -8.9724 -2.4488 5.9601
H -4.9407 -3.3633 5.5171
C -1.8680 -8.8248 0.0331
C -2.4819 10.3545 1.7472
C -6.9976 -3.3587 5.1439
O 3.3057 5.1094 6.5008
O 2.4227 6.2271 4.8354
O -8.2291 1.2893 -5.6354
O 7.0457 -0.5485 8.4397
O -1.4463 -1.1584 0.2162
O 4.3831 -7.2485 2.7492
C 6.8739 -0.2508 2.6567
C 3.2588 7.2094 -6.7636
O -1.5664 -1.4652 -1.9908
C 2.9192 0.4726 -5.7435
H -0.8111 -6.1396 -0.6711
C 9.1833 0.7944 2.3127
H 1.2279 -1.7962 -6.0033
H 0.0648 -7.6286 -3.6791
H 2.5973 5.7173 -8.3134
C 2.2274 -7.4024 5.3359
H 3.3794 9.1211 -5.7718
C 2.2970 6.7077 -7.9714
H -2.4089 5.1723 -4.1865
H -0.4013 -9.2299 -3.4612
H -3.7039 3.8910 -4.2053
H -6.8889 -4.7697 -5.2766
C -7.6202 -2.5974 6.3499
H 8.5294 -0.9481 1.3278
C -7.7412 -4.5401 -3.2533
O -2.5587 7.1376 0.3508
H 1.7259 8.6371 -6.4505
H 0.6998 0.9893 0.3102
H -2.4546 4.1028 -5.3918
H 9.3839 1.2296 1.3337
O 2.7487 5.7999 -3.6299
H 4.0602 6.4443 2.8593
O 4.9557 -1.3299 7.9276
C -9.1091 -2.5868 4.6431
H 6.7090 0.3316 3.5631
O -6.6230 1.2783 -7.2722
O -3.4817 9.0685 -5.4075
C 4.4671 5.6757 3.5164
C -0.3622 0.8217 0.1306
H -7.0518 -2.4223 -2.9049
C -5.6077 -3.0277 4.7229
C 7.7249 -2.4529 9.7259
H -4.7970 2.2441 5.3658
H 2.6381 0.1712 -4.7344
C -1.5156 -6.8793 -1.0514
H -2.2717 -6.5199 -1.7494
C -6.3761 0.5218 -8.4067
H -8.0486 -3.0760 -1.6652
H -1.4637 10.7258 1.6312
O 1.9145 6.9131 7.0096
O -2.0340 3.3704 5.1114
H -5.6390 3.5486 4.5013
C -7.0968 -6.6520 -2.8355
C 2.2207 -8.8430 4.8213
H 4.8960 4.9205 2.8577
H -3.2465 11.1192 1.6107
H 4.4099 3.7224 5.4805
C 8.3110 -0.0229 10.4447
O -7.7675 -5.6278 -2.3668
C 6.8736 -4.4168 -3.1930
H -5.4739 -2.0214 4.3258
O -4.7566 6.7989 0.4197
O -1.0235 -9.1499 -1.0458
C 6.0760 -1.4489 8.4255
H -7.0723 -4.4365 5.2880
O 3.5716 -3.7664 -2.2104
H -1.6607 -7.8890 -3.6145
H 7.3269 -3.8364 -3.9967
H 6.3948 -1.2184 2.8058
C -5.0374 -0.1204 -8.1321
H -1.6708 0.3329 1.6747
O 3.1540 -8.8673 3.8319
H 2.1402 1.1620 -6.0690
H 0.7157 -1.5887 1.5629
H 4.2229 7.5713 -7.1208
C 1.7111 -1.6397 -6.9678
H 2.6382 3.4796 5.4241
H 7.3451 -6.0252 -5.4139
H 5.2953 6.0377 4.1257
C 10.3202 -0.7284 3.4674
C 0.7905 -6.8547 5.4655
C -1.6604 8.1727 0.7739
C -3.8388 7.8938 -5.3196
C -0.9240 -0.1623 1.0540
H -2.3704 9.7843 -0.4132
C -3.1652 4.6501 -4.7725
H -4.8677 4.7793 7.1045
C 2.4323 6.1216 6.1741
H 6.3400 0.1937 1.8168
H -5.3304 5.7487 -3.8475
H 7.6126 -2.4423 10.8101
C -0.7114 -8.2199 -3.1932
S -3.3579 4.1893 5.1192
C 3.4402 4.2177 5.4301
C -0.6052 -7.9718 -1.6992
H 1.6145 -2.5312 -7.5875
C -2.5594 9.3569 0.5715
H -0.7011 8.1371 0.2576
H 0.4159 -7.6820 -1.4515
H 0.6807 -5.7847 5.2890
C -4.6883 3.0278 4.6161
O 2.8019 -6.7878 4.2471
H 9.1047 -1.1141 8.6838
C 4.6324 -4.2318 -2.7386
O -3.2182 6.8353 -5.7426
H -0.5644 -1.7066 2.5915
C -3.7785 7.5357 0.4896
H -5.6760 -4.4968 -4.0240
C -7.4760 -0.4860 -8.4369
H -8.6761 -4.3344 -3.7745
O -3.8259 8.8779 0.6518
H -6.1131 5.9887 -5.3568
H 0.0502 -7.3038 4.8033
H -7.8855 -0.5124 -9.4467
C -3.8789 4.4091 6.8338
C -0.0287 -0.9424 2.0282
C -6.6565 -4.9291 -4.2237
H -4.7940 -0.8220 -8.9299
C -1.2128 -0.8228 -1.0460
O -7.8717 -2.9449 4.1234
H -7.0518 -1.7061 6.6155
O -8.3654 -0.1086 -7.3841
O -0.6114 0.3257 -1.1578
C 2.8994 6.5241 -4.6480
O -6.9971 -7.7480 -2.3458
H 2.5186 4.6172 3.5352
H 8.4503 -3.2480 9.5537
C 2.6468 8.3345 -5.9521
H 6.0081 -4.8882 -5.8549
O 6.5798 -2.6655 8.9580
H 6.4227 -6.4310 -3.1944
H 2.4957 -9.5259 5.6251
O 2.4882 7.7528 -4.6737
C 8.1914 -0.9883 9.2654
H 5.6732 -6.6263 -5.6533
O 11.1950 -1.3948 4.0411
C -7.7827 0.9002 -6.6828
H 1.3078 -9.0835 4.2764
H 8.1687 0.9990 10.0932
O -2.1350 -7.4869 0.0319
H 2.3244 7.3370 -8.8609
H -6.4139 1.1677 -9.2839
H -0.8681 1.7736 0.2916
H 1.0851 -0.8477 -7.3789
H -3.1354 5.0640 7.2880
H -4.3110 5.2406 -6.5894
H 7.6525 -4.6509 -2.4673
O 4.7660 -5.3226 -3.4930
```

The energy above the lowest of the compared OMol25 structures with the same formula, charge and spin comes out at 8.307 eV.


# 2
Computed, not measured: a 14-piece molecular cluster, C56H92O28 overall at a distorted geometry, with ωB97M-V/def2-TZVPD.

The geometry in XYZ format:
```
176
C56H92O28, DFT ωB97M-V/def2-TZVPD
C -7.3121 -0.5600 0.9656
O 1.2937 6.3787 2.8605
C 3.3060 -0.7298 3.0413
H 1.0168 1.4453 -4.2460
O 6.4711 2.5386 2.4073
O -1.4169 1.4688 4.9970
H -4.3028 -5.1230 2.3490
C 1.2526 2.9320 3.4120
H -4.1671 1.0730 4.0201
C 3.1239 -5.3827 0.8117
C -4.3729 0.5196 -2.8710
O -0.6723 3.0791 -7.7697
O 5.8407 1.0804 0.8533
O -5.1681 4.4641 1.9767
H -4.2197 -1.0392 -5.7497
O -6.2917 1.7827 -3.6929
H 0.2039 2.8925 3.1196
H -3.7089 -3.0192 -1.0673
H 2.4417 0.1448 4.8537
H 8.2197 -0.5565 0.7415
H 0.0709 6.6511 -1.1833
O -3.5776 5.6098 3.0103
H 1.5273 -3.4845 -5.0748
H -5.4589 -3.1308 -0.8113
H -2.5883 2.8235 -5.8035
H -0.9704 4.6709 1.6270
C -4.8169 -4.4254 1.6808
H 8.3596 0.2803 -0.9201
C 6.7710 1.7906 1.5304
H -2.0976 7.0552 2.7925
O 3.9397 4.2360 -2.6992
C 6.4016 0.2440 -0.1536
C -1.1476 1.7078 -4.5646
O 0.4788 1.8584 -6.2964
H -7.7942 2.6399 0.0613
C -1.8054 2.0712 -5.8874
H -2.6485 1.3701 6.6332
H -3.0586 2.6528 5.3747
C -1.7525 5.4173 1.4825
C -0.3735 1.0942 -0.0173
C -4.4828 -3.2670 -0.3427
C 1.6116 5.4420 -2.1636
C -2.6372 -0.4318 4.3128
H 0.2635 0.1792 -5.0766
H -7.0711 1.7468 -1.2294
H 5.4412 -6.3380 -4.4446
H -2.4700 0.7115 -0.0294
C -0.4536 -3.2091 0.4599
H 4.1277 -2.5562 -3.8177
H 1.0457 -1.6714 4.5227
H -5.2592 0.9072 0.1117
O 6.1806 -3.3434 -5.0741
H 8.8914 1.3520 1.6707
H -1.5521 -0.4902 -0.9651
O -1.5959 -4.6069 3.5114
H 3.1648 2.8945 2.2165
C 5.4783 -4.3157 -5.1294
O 4.4790 -4.9398 -1.0670
H 5.1389 3.1253 -0.6900
H -0.3155 4.9284 -1.1952
C -7.5392 -1.5727 2.0699
H -6.7538 -1.3865 2.7965
H -0.3940 5.7686 -2.6897
O 3.1146 -2.0919 2.5976
C 2.0848 -1.9681 4.6900
C 8.1366 1.5428 0.9117
H 0.4661 -4.8400 1.5637
H -5.4490 2.0842 1.3259
H -1.6490 0.9773 -3.9322
H -6.3286 3.2318 -0.5471
H -1.6235 5.6150 3.6941
H 8.4372 2.4306 0.3553
C -4.3436 -4.6801 0.2416
H 2.0798 -2.4754 5.6517
H -4.7338 0.2987 -1.8714
C -3.5970 0.6170 4.8409
H 5.1213 -5.0976 1.5932
H -7.4654 -2.5602 1.6152
H -3.4689 1.1270 -2.7957
C 2.5899 -2.8574 3.5830
H -3.3959 5.3625 0.0287
C -3.9012 -0.2694 -5.0507
O -4.8905 0.7592 -5.1099
H 2.4778 -6.2017 0.4821
H -2.4455 -1.2172 5.0486
H -5.0718 -5.3942 -0.1453
C 0.2748 1.2780 -5.0199
C 4.5373 -5.8609 1.0647
C 1.3814 -0.0618 -1.1501
C -1.1259 -3.9771 2.6146
H 0.3935 -1.6356 1.7093
H -2.8784 0.0342 -5.2790
H -1.2334 -5.2263 0.9724
O 2.2019 4.5672 1.9370
H -0.0825 2.0382 -0.4873
H 4.6301 -6.7923 1.6114
H -1.2748 -1.3338 1.0310
H -5.8774 -4.6149 1.8468
C -0.6491 2.4529 -6.7584
H 2.5612 -0.1378 2.5083
C 3.6048 -2.9660 -4.6884
H 2.9172 -0.9211 0.1044
H -3.3457 -5.0894 0.1407
H 2.1299 -4.1214 -3.6824
C 3.3269 -4.4419 -0.3851
C -2.7456 1.6377 5.5842
H -4.4517 0.2322 5.4059
H -1.1264 -3.1646 -0.3999
H 6.1199 0.6579 -1.1226
H 3.9225 -0.8294 5.1131
O 2.1762 4.4118 -1.3082
C 3.4285 4.0513 -1.6296
H -8.5508 -1.5387 2.4703
C -4.3265 -2.3675 0.8642
H 7.0280 -5.7440 -4.9894
H 3.5769 2.3297 -0.4249
H 2.2310 6.3294 -2.0523
H 0.7392 4.5971 4.8350
C -0.5783 -2.0444 1.4575
O -4.0219 -1.2135 0.9055
C -5.3357 1.1099 -3.8776
C -3.0132 4.7865 0.8728
C -6.0350 1.4677 0.6466
C -6.8286 2.2885 -0.3187
H -2.9837 -1.1106 -3.2353
C 2.9921 -0.7448 4.5553
C 2.1803 -3.1820 -4.2477
H 2.4238 4.2369 4.6680
H 4.3246 -0.3958 2.8793
H 1.7358 -2.3926 -3.6487
H -2.3612 1.1922 -6.2282
H -2.8755 -0.8739 3.3523
O 4.1359 -4.2489 -5.0008
H 1.5414 2.0670 3.9938
H 0.5208 -3.1839 -0.0442
H -1.3790 6.1947 0.8251
H -0.5950 1.2809 1.0303
H -0.9796 2.5559 -3.8906
H -2.8838 3.7570 0.5444
C 5.9600 -5.7328 -5.1844
C 1.5856 5.2151 2.9345
H 3.6087 -3.4542 -0.0023
C -2.2079 5.9729 2.8524
H 6.0816 -0.7984 -0.1167
H 3.8920 3.8130 0.4159
C 7.9429 0.2588 0.0818
C 1.4852 4.2828 4.1088
O 6.0431 -6.5053 -0.7801
O 0.7766 0.2448 -0.0065
H 5.7917 -6.1780 -6.1661
C 2.0973 3.1093 2.1530
C 0.1681 5.7326 -1.7541
H 2.4398 -4.3542 -1.0076
C -3.9592 -0.7764 -3.5907
O 0.9968 0.2921 -2.2343
H -1.7631 1.1493 -1.6201
H 2.6710 -4.9043 1.6770
H -4.6902 -1.5743 -3.4694
H 3.7040 -2.2351 -5.4880
C 2.5659 -0.9583 -0.9261
H 1.6216 2.7039 1.2763
C -1.6350 0.5654 -0.7112
H 3.3921 -0.5350 -1.4967
C 5.1452 -5.8720 -0.3250
O -1.1278 -2.6244 2.6448
O -4.4166 -3.1034 2.0081
C -0.5255 -4.4742 1.3030
O 2.5011 -4.0485 3.4756
H 1.6674 5.0597 -3.1802
C 4.0842 3.2886 -0.5157
C -1.3620 0.3885 4.1991
C -4.0597 4.8972 1.9660
O -6.7776 0.5462 1.4521
O -7.5492 -0.7983 -0.1971
O -0.4177 0.1921 3.4811
H 2.3332 -1.9658 -1.2546
```


no.,DFT total energy (eV)
1,-165144.1639
2,-116896.6575